Here is C5H15N2O as an isolated structure at a distorted geometry from the OMol25 dataset. Energies are from ωB97M-V/def2-TZVPD.

## Properties
Molecular weight, Da: 119.19
Kohn-Sham gap (spin up / spin down), Ha: 0.2130 / 0.2100
Charge: +2
LUMO level (spin up / spin down), eV: -12.383 / -12.384
Energy, a.u.: -383.19436
Spin multiplicity: 2

Last column: Mulliken spin population.
Cartesian coordinates (Å):
C1 2.92 0.11 -0.30  0.00
C2 1.52 -0.02 -0.92  0.00
C3 0.23 0.68 -0.34  0.00
C4 -0.78 -0.36 0.14  0.04
C5 -2.07 0.35 0.68  -0.03
N1 -3.22 -0.32 0.27  0.93
N2 -1.15 -1.19 -1.05  0.05
H1 3.50 -0.86 -0.40  0.00
H2 3.49 1.00 -0.71  0.00
H3 2.44 0.00 1.04  0.00
H4 1.28 -1.07 -0.71  0.00
H5 1.53 0.05 -2.03  0.00
H6 0.55 1.40 0.41  0.00
H7 -0.36 1.15 -1.15  0.00
H8 -1.98 0.58 1.75  0.04
H9 -1.98 1.43 0.06  -0.01
H10 -3.84 0.41 -0.09  -0.01
H11 -1.20 -2.15 -0.70  0.00
H12 -2.22 -1.13 -1.16  -0.01
H13 -2.26 2.20 -0.17  0.00
H14 -0.45 -1.08 0.93  -0.01
H15 2.23 -0.78 2.62  0.00
O1 1.81 -0.40 1.83  0.00